# 1
The following is a DFT calculation (ωB97M-V/def2-TZVPD) of C4H6Cl2O in the gas phase at a distorted geometry.

The geometry in XYZ format:
```
13
Properties=species:S:1:pos:R:3:forces:R:3
C -1.55051 -0.55347 0.04069 1.96 -0.89 -0.34
C -0.09621 -0.13344 -0.22342 3.16 0.67 -1.87
C 1.09160 -1.03232 -0.44728 0.77 1.05 -0.18
C 0.28840 1.31485 0.38004 -1.42 1.99 -1.00
H -1.86524 -1.49739 -0.65956 0.62 2.75 1.67
H -1.31129 -0.96815 1.11088 -1.80 1.05 -1.47
H -2.05970 0.48416 -0.12391 -0.14 -2.53 0.75
H 0.86754 -2.08810 -0.24792 0.27 0.16 -0.53
H 2.25608 -0.73430 -0.21682 -3.27 -0.51 -0.40
H -0.60983 2.13635 0.33947 2.21 -2.23 -0.70
O 0.54164 -0.43491 -1.67795 -0.83 0.07 4.00
Cl 1.79057 2.03021 -0.40086 -1.24 -0.49 -0.04
Cl 0.65694 1.47651 2.12665 -0.31 -1.10 0.10
```
Positions in Å, forces in eV/Å.

E_tot, eV: -31334.2621
Kohn-Sham gap, eV: 11.1
SMILES string: C[C@@]1(C(Cl)Cl)CO1
HOMO level, eV: -10.38
Total charge: 0
ΔE to the lowest compared entry with this formula, charge and spin, eV: 3.156



# 2
The following is a DFT calculation (ωB97M-V/def2-TZVPD) of a molecular structure, C2H6O3P at a distorted geometry.

The geometry in XYZ format:
```
12
Properties=species:S:1:pos:R:3:forces:R:3
C 1.37942 -0.43325 -0.25492 -0.02 1.70 1.09
C 0.34858 0.45479 0.46447 -0.75 1.40 -2.97
O -1.43364 -1.08649 -0.87954 0.64 -0.93 -1.42
O -2.38132 0.56570 0.79607 1.02 -0.47 0.34
O -0.04228 1.84765 -0.78732 3.41 -1.32 4.05
P -1.27419 -0.38703 0.40432 -2.62 0.87 2.07
H 2.26758 0.15765 -0.50442 0.18 -0.49 0.34
H 1.53431 -1.38551 0.26133 0.37 0.32 0.33
H 0.90285 -0.70840 -1.15069 -0.57 -0.31 -1.31
H 0.53879 1.00026 1.39079 0.30 -0.01 -0.44
H -0.69451 1.37765 -1.22802 -2.26 -1.43 -1.48
H -1.14560 -1.40302 1.48794 0.31 0.68 -0.61
```
Positions in Å, forces in eV/Å.

E_tot, eV: -17603.6523
Kohn-Sham gap, eV: 9.0
HOMO level, eV: -4.90
Total charge: -1
ΔE to the lowest compared entry with this formula, charge and spin, eV: 2.321



# 3
The following is a DFT calculation (ωB97M-V/def2-TZVPD) of 2 unconnected molecules or ions with the total composition C2H10N2P at a distorted geometry.

The geometry in XYZ format:
```
15
Properties=species:S:1:pos:R:3:forces:R:3
C -0.48101 1.95743 0.33074 0.89 -2.13 0.01
C -0.75929 -0.84267 0.27445 -0.59 -1.45 -0.97
N -1.17154 -1.95531 0.95077 -0.28 -3.13 1.20
N 1.71435 -0.12870 -1.55158 1.67 -2.41 3.06
P 0.38683 0.33154 0.79655 -1.96 1.52 -1.16
H 0.18369 2.52539 0.89579 1.00 2.21 0.31
H -1.47336 2.08160 0.74720 -0.21 -0.63 0.11
H -0.46022 2.07670 -0.73371 0.16 0.48 -0.39
H -1.09046 -0.79964 -0.76613 0.17 0.00 0.35
H -1.45071 -2.80139 0.33597 0.42 2.01 1.74
H -1.03580 -2.20979 2.01489 -0.11 1.08 -3.17
H 2.66061 0.22875 -1.43438 -0.33 0.05 -0.23
H 1.75281 -1.14685 -1.73374 -0.02 0.86 0.31
H 1.22004 0.29031 -2.24763 -1.52 1.71 -2.42
H 0.00407 0.39264 2.12081 0.72 -0.17 1.24
```
Positions in Å, forces in eV/Å.

E_tot, eV: -14494.5671
Kohn-Sham gap (spin up / spin down), eV: 8.1 / 7.4
HOMO level (spin up / spin down), eV: -10.88 / -14.82
Spin multiplicity: 3
⟨S²⟩: 2.007
Total charge: +1
ΔE to the lowest compared entry with this formula, charge and spin, eV: 0.097